# 1
Density functional theory data (the ωB97M-V functional and the def2-TZVPD basis) for a cluster of 7 separate species, C7H16Cl10N2O4 in total.

```
! wB97M-V def2-TZVPD RIJCOSX def2/J DEFGRID3
* xyz 0 1
H 0.67502 0.74271 3.30956
H 1.53165 -2.61905 -0.72204
N 2.94141 -2.34284 0.79587
O 3.25517 -3.50790 0.67968
H -1.35190 4.31688 0.41513
C -0.02320 0.25640 3.97922
C 1.17358 0.15004 -5.22890
H 0.97105 -1.71935 0.72283
H 1.52140 4.55696 1.60174
N -0.68118 -0.84758 3.23623
H 2.06581 -0.93234 -0.48280
H -0.81739 0.91280 4.31787
C -1.56823 0.08007 -0.94235
Cl 2.60022 2.87707 2.85914
H 1.58659 -0.50242 -4.47331
H 0.50927 -0.18441 4.81445
Cl 0.32651 -0.86198 -6.41088
C 1.77203 -1.85259 0.00387
Cl -0.19572 0.15201 -2.07656
Cl -3.21306 2.87864 0.83391
H -1.48428 0.91242 -0.25759
H 2.73558 3.64222 0.64501
C -2.35602 4.43355 0.80143
H -1.62278 -4.67765 -2.45074
Cl -3.11061 0.31125 -1.78364
C 1.93880 3.58619 1.37317
H 0.46793 0.86986 -4.84424
C -1.89824 -4.86276 -1.42057
O -1.18194 -1.74358 3.87381
H -1.53957 -0.87799 -0.44845
Cl 0.64425 2.56421 0.72537
Cl -1.32728 -3.50176 -0.42961
Cl 2.54970 1.01916 -5.94537
Cl -3.18617 5.61664 -0.20733
H -2.97524 -4.90902 -1.31955
Cl -1.19766 -6.39652 -0.91216
O 3.47612 -1.53064 1.51836
H -2.31216 4.76857 1.83086
O -0.69948 -0.77725 2.01852
*
```

The value obtained for the maximum force is 0.6 eV Å⁻¹. Its SMILES is C[N+](=O)[O-].C[N+](=O)[O-].ClCCl.ClCCl.ClCCl.ClCCl.ClCCl. Its energy above the lowest of the compared OMol25 structures with the same formula, charge and spin is 29.8 kJ/mol. Its HOMO-LUMO gap is 10.87 eV.

***

# 2
Density functional theory data (the ωB97M-V functional and the def2-TZVPD basis) for a structure of composition C7H16ClIN2O2PReS at a distorted geometry.

```
! wB97M-V def2-TZVPD RIJCOSX def2/J DEFGRID3
* xyz 3 4
H -1.26722 2.99786 0.72843
H 0.21591 3.07469 -0.16808
H -0.76683 1.58712 -0.28211
C -0.42181 2.39183 0.38095
H -2.78006 -0.66383 -2.74280
H -1.88637 -4.02952 -2.46471
H 3.76613 3.23778 3.27922
Cl -0.11257 -0.19957 -4.48338
O 0.32254 2.77040 2.54021
H 5.46203 2.60536 1.66539
H -3.49841 -0.52119 -1.08415
H -1.13794 -3.28637 1.16241
O 0.08061 -0.46567 0.18856
C -0.36891 -0.66476 -0.90526
Re -1.06675 -1.03950 -2.61255
H -3.83591 -1.96986 -2.09840
H -0.85285 -2.69772 -3.08108
N 4.77142 1.89546 1.41902
H -2.93108 -3.51843 0.84128
C 0.36921 1.90156 1.54042
C 3.47325 2.31867 1.49772
P -1.84322 -2.24853 -0.85662
C -3.07597 -1.27129 -1.78230
C -2.08211 -2.79040 0.80390
C -1.14636 -3.30602 -2.14090
H 2.11820 3.19267 2.72055
H -2.27201 -1.90430 1.42564
N 3.12194 3.14116 2.49531
H -0.26993 -3.82563 -1.75934
S 2.34440 1.57630 0.40969
H 5.03682 1.36136 0.59384
I 0.53387 0.35038 2.76915
*
```

The expectation value of S² is 3.776. The value obtained for the maximum force is 6.8 eV Å⁻¹. Its HOMO-LUMO gap (spin up / spin down) is 5.08 / 4.01 eV.

***

# 3
Density functional theory data (the ωB97M-V functional and the def2-TZVPD basis) for a structure of composition C7H16CoO4 at a distorted geometry.

```
! wB97M-V def2-TZVPD RIJCOSX def2/J DEFGRID3
* xyz 1 5
H 1.71311 -1.71650 -2.79250
H -1.36542 -1.45848 2.54821
H -2.02854 1.42586 -0.79889
H -0.01473 0.18574 -3.54111
H -1.35129 1.73835 1.97749
C -1.35433 -0.92802 1.58627
H -1.95182 1.19804 -2.58961
O 1.21432 2.15236 0.97978
Co 0.83386 0.55753 0.08941
H -2.32293 -0.42378 1.45778
H 1.07079 -3.02188 -0.10321
O 1.49186 -1.13481 -0.81335
O -0.21672 0.78027 -1.52821
C 0.78112 2.02269 2.29861
C 0.58173 0.12238 -2.62141
C -1.63646 0.80325 -1.61299
C 0.95397 -1.26437 -2.14145
H 1.49440 0.63815 -2.94503
H -0.71558 0.86786 3.41329
C -0.48902 1.18150 2.38311
H 1.55315 1.55071 2.93954
H 0.55693 3.00378 2.75799
O -0.29295 0.01392 1.57082
H 0.07442 -1.92278 -2.09528
C 1.87213 -2.29035 -0.18470
H -1.19552 -1.63957 0.76895
H -1.98498 -0.22990 -1.48958
H 2.72853 -2.21192 0.48607
*
```

The expectation value of S² is 6.011. The value obtained for the maximum force is 2.5 eV Å⁻¹. Its HOMO-LUMO gap (spin up / spin down) is 9.92 / 8.68 eV.

***

# 4
Density functional theory data (the ωB97M-V functional and the def2-TZVPD basis) for the molecule C7H16F3O3P3Si at a distorted geometry.

```
! wB97M-V def2-TZVPD RIJCOSX def2/J DEFGRID3
* xyz 0 1
O 1.74261 -0.75971 -3.32618
C 0.89765 -0.57588 2.66098
C 0.22025 -1.71726 1.77324
H 0.88748 -1.12642 -3.62808
C 3.13147 0.25158 3.60843
C -2.52417 0.63873 0.37458
O 2.80513 1.57406 -2.97766
F 2.67097 1.57385 3.55049
H -2.34925 0.23162 -2.84865
H -1.74065 0.77168 1.20377
F 4.14873 -0.13117 4.47595
F 3.27854 -1.54438 1.99746
H 0.68810 -2.75132 1.92282
O 0.11898 1.55888 -3.17114
H -1.60239 2.63199 -0.28454
Si 0.08040 -1.25459 -0.10753
C -2.16766 -0.79817 -2.42208
H -3.04547 -1.44723 -2.77334
H -3.39215 2.63554 -0.02402
H 2.62106 0.23563 0.07984
C -2.54140 1.99594 -0.45444
H -0.48668 1.53087 -2.39436
H 0.64206 0.48388 2.33004
H 0.54730 -2.39814 -0.91873
P 1.53757 0.78843 -2.63072
H 0.52628 -0.70075 3.73691
H -3.52816 0.50985 0.88844
H -1.25028 -1.25211 -2.93517
P 1.31757 0.53638 -0.47567
H -0.86591 -1.79545 2.13776
C 2.48193 -0.66080 2.73790
H -2.75719 1.90646 -1.55990
P -2.09269 -0.94202 -0.54638
*
```

The value obtained for the maximum force is 4.2 eV Å⁻¹. Its SMILES is CCP(C)[Si@H](CCC(F)=C(F)F)PP(=O)(O)O. Its energy above the lowest of the compared OMol25 structures with the same formula, charge and spin is 275.3 kJ/mol. Its HOMO-LUMO gap is 8.94 eV.

***

# 5
Density functional theory data (the ωB97M-V functional and the def2-TZVPD basis) for a structure of composition C7H16LiN4S.

```
! wB97M-V def2-TZVPD RIJCOSX def2/J DEFGRID3
* xyz 1 1
H -2.92336 0.10622 -0.21493
H 0.04188 0.02910 -2.08615
H -0.90574 2.09269 -0.86217
H -0.82463 -2.09965 -1.02170
H 0.11098 1.13731 1.72381
C -0.32659 1.29755 -0.38667
H -1.78503 -0.07578 2.49817
H 1.51594 -1.66465 -1.30317
H 1.43257 1.77208 -1.36126
N 1.12206 -1.55403 -0.36951
N -2.98624 0.07080 0.80343
C -0.58427 0.00898 -1.19015
N 3.93773 0.00737 -0.66525
H -1.59871 -2.17735 1.11680
H -3.56605 -0.73186 1.05397
C -0.33008 -1.31276 -0.44948
C -1.59310 -0.04037 1.42768
N 1.11235 1.61134 -0.40860
Li 2.32153 0.03862 0.01449
H 1.31096 2.47381 0.09003
S 6.39392 0.02095 -1.98379
H -1.60329 0.01548 -1.59405
H 1.32186 -2.43012 0.10397
H -0.10529 -1.49031 1.69203
H -1.30620 2.10015 1.40110
C 4.97893 0.01319 -1.22208
C -0.92029 -1.33091 0.98393
C -0.77725 1.19552 1.09121
H -3.46457 0.91661 1.11837
*
```

The value obtained for the maximum force is 0.5 eV Å⁻¹. Its HOMO-LUMO gap is 5.10 eV.

***

# 6
Density functional theory data (the ωB97M-V functional and the def2-TZVPD basis) for a cluster of 2 separate species, C7H16N in total at a distorted geometry.

```
! wB97M-V def2-TZVPD RIJCOSX def2/J DEFGRID3
* xyz 1 1
C -0.34487 1.98737 0.03388
H 1.98336 -3.49267 0.87567
H -1.59305 0.44525 0.88305
H 0.55208 -1.91806 -2.68457
C -0.51978 -1.87667 -2.80283
H 0.97312 0.77623 3.69078
H -0.65315 -1.54919 -3.82729
H -0.94909 -2.89343 -2.78651
C 0.97027 0.39196 1.58992
H 0.35696 -0.34829 1.00980
H -2.28720 1.35383 -0.53827
H -0.74305 2.75362 0.71072
H 2.00639 0.02902 1.67820
H 2.17241 -3.07835 1.45771
H -0.48887 0.83776 2.98332
C -1.33504 -0.99190 -1.92364
H -0.15303 2.51559 -0.89423
H 1.76328 2.21472 0.68160
C -1.39920 0.87338 -0.10927
H 1.50390 0.95038 -0.46574
H -2.42377 -1.07729 -1.91365
C -0.92382 -0.27131 -0.89764
C 1.03027 1.45645 0.43713
N 0.50189 0.91163 2.81185
*
```

The value obtained for the maximum force is 4.7 eV Å⁻¹. Its energy above the lowest of the compared OMol25 structures with the same formula, charge and spin is 536.0 kJ/mol. Its HOMO-LUMO gap is 5.51 eV.

***

# 7
Density functional theory data (the ωB97M-V functional and the def2-TZVPD basis) for the ion C7H16N with charge +1 at a distorted geometry.

```
! wB97M-V def2-TZVPD RIJCOSX def2/J DEFGRID3
* xyz 1 1
C -0.72366 -1.43581 -1.96704
H -1.02218 0.84943 0.47485
H -2.61673 -1.78633 0.32347
C 0.57739 -1.27146 -0.05542
H -0.30734 -0.48532 -2.46572
H -1.78793 -1.50883 -2.42459
H 1.18813 -1.52955 -0.81255
H 0.10989 -2.23119 -2.33401
H 0.02262 2.99077 -0.68858
H -1.31302 -0.18268 -0.22124
H -1.85790 -2.98593 -0.25745
H 0.74962 -1.97874 0.75828
C -0.84903 -1.22194 -0.53572
H 2.13891 2.86325 1.70539
H -1.38670 -2.45338 1.16954
C -0.02141 1.22524 0.86966
N -1.75335 -2.18042 0.24930
H 1.44616 -0.15232 1.66002
C 1.65390 3.06342 0.65122
H -0.05473 1.56186 1.94886
C 0.51127 2.52224 0.17142
C 0.98627 0.11009 0.71339
H 2.11877 3.91147 0.14142
H 2.03754 0.42976 0.19213
*
```

The value obtained for the maximum force is 6.0 eV Å⁻¹. Its SMILES is C=CCCC[C@@H](C)[NH3+]. Its energy above the lowest of the compared OMol25 structures with the same formula, charge and spin is 364.3 kJ/mol. Its HOMO-LUMO gap is 8.88 eV.

***

# 8
Density functional theory data (the ωB97M-V functional and the def2-TZVPD basis) for the molecule C7H16N2 at a distorted geometry.

```
! wB97M-V def2-TZVPD RIJCOSX def2/J DEFGRID3
* xyz 0 1
H 0.43031 -1.79181 -1.33449
H -0.46567 1.99910 -0.02765
N 0.32264 0.83583 1.90283
H -1.50989 -0.79046 2.23089
C -2.52848 -0.25006 0.44392
C 0.13015 -0.78903 -1.65419
H -1.07708 1.37008 -1.42282
H -2.53159 0.84131 0.45326
C 3.00704 -0.30006 -0.44548
H -0.38153 1.56404 1.94794
H 2.82757 -1.32914 -0.14637
H -3.44892 -0.57922 0.93981
H 1.20700 1.32504 1.75778
H -0.93151 -0.83190 -1.90715
H 0.81930 -1.03491 1.14419
C 2.00716 0.56972 -0.63352
C 0.43597 0.25425 -0.57290
N -0.22510 1.51586 -0.88990
H -1.27780 -1.91610 0.93301
H 4.03983 -0.01487 -0.63057
C 0.13259 -0.21922 0.89067
C -1.32150 -0.84227 1.14902
H -2.59704 -0.60394 -0.58723
H 0.66265 -0.56016 -2.58570
H 2.27391 1.57790 -0.95534
*
```

The value obtained for the maximum force is 1.8 eV Å⁻¹. Its SMILES is C=C[C@](C)(N)[C@@H](N)CC. Its energy above the lowest of the compared OMol25 structures with the same formula, charge and spin is 140.1 kJ/mol. Its HOMO-LUMO gap is 9.94 eV.

***

# 9
Density functional theory data (the ωB97M-V functional and the def2-TZVPD basis) for a cluster of 2 separate species, C7H16N2 in total at a distorted geometry.

```
! wB97M-V def2-TZVPD RIJCOSX def2/J DEFGRID3
* xyz 0 1
H -0.79859 -2.01170 1.75613
H 1.86490 -1.39715 -1.82261
H -1.14254 0.95189 -3.12598
C 1.51011 0.57764 1.56897
N -2.39061 0.10895 0.54087
H 0.17993 2.08777 -2.72853
C 0.69777 -0.60326 1.13874
H 1.99345 1.07099 0.72673
H 0.85298 1.28799 2.07190
C 0.74152 -1.16646 -0.11848
H -2.98490 -0.67522 0.79942
H 0.31790 0.36827 -2.41477
C -0.96761 1.37968 -1.00605
N 1.95055 -1.11165 -0.85780
C -0.37154 1.20798 -2.39903
C -0.19092 -1.20524 2.17479
H -0.88077 -0.45097 2.55440
H 0.29256 -2.15312 -0.23437
H 2.65941 -0.46478 -0.54132
H -2.26895 -0.28863 -1.46852
H 0.37107 -1.62873 3.00938
H -0.26970 1.66312 -0.22227
C -1.74335 0.02691 -0.55616
H 2.31003 0.27168 2.24900
H -1.73267 2.15405 -1.09443
*
```

The value obtained for the maximum force is 5.3 eV Å⁻¹. Its SMILES is [H]/N=C/CC.CC(C)=CN. Its energy above the lowest of the compared OMol25 structures with the same formula, charge and spin is 302.7 kJ/mol. Its HOMO-LUMO gap is 8.52 eV.